113
Properties=species:S:1:pos:R:3:forces:R:3:lowdin_spin:R:1 method="wB97M-V/def2-TZVPD" s_squared=2.0738 total_charge=+3 spin_multiplicity=3 e_homo_ev="-14.43 / -14.43"
O -2.492 2.963 -6.034 2.1206 -0.2514 2.6524 -0.3417
V -1.949 2.600 -4.598 -5.3463 -1.5720 -2.3787 1.3150
Li 1.665 4.549 -1.302 -0.5331 -0.3285 0.2183 0.0000
Li -3.667 3.633 0.050 -0.7994 -0.5494 -0.0562 0.0000
C -6.499 2.019 -2.949 -1.5294 2.0936 -1.1272 -0.0004
F -7.121 2.192 -1.746 0.9232 -0.3454 -2.1504 -0.0001
F -6.002 0.850 -3.100 0.5744 -1.8757 0.5128 0.0000
F -7.366 2.215 -4.024 1.5465 0.1761 2.4901 -0.0001
S -5.040 3.293 -3.045 -2.3176 4.9329 2.1752 0.0031
O -5.644 4.527 -3.586 1.3577 -2.9269 0.9511 0.0002
O -4.565 3.441 -1.626 -0.3102 -0.7992 -2.0517 0.0008
O -3.957 2.778 -3.908 2.1837 -1.2662 -0.9231 0.0191
C -0.086 0.638 -0.573 0.8167 -0.7825 0.2805 0.0001
F -0.979 -0.261 -0.154 0.5604 1.1743 -0.6768 0.0000
F 0.713 0.950 0.513 -1.1838 0.0127 -1.9950 0.0006
F 0.700 0.062 -1.543 -1.3493 1.3972 1.4301 0.0000
S -0.997 2.273 -1.288 -0.0301 0.8222 1.4320 0.0009
O 0.021 3.354 -1.402 -0.2218 -1.1104 0.0698 0.0003
O -1.447 1.882 -2.666 0.5238 0.3851 0.8225 0.0035
O -2.044 2.580 -0.298 1.9020 -0.9013 -2.0474 0.0002
C 6.149 -1.142 0.577 0.0647 0.7033 0.7535 0.0085
C 5.253 -0.042 1.163 0.3910 -2.0808 -1.8837 0.0920
O 4.799 -0.362 2.428 0.5314 0.4977 0.2039 0.5968
C 3.723 0.364 2.892 -1.1179 -0.1092 1.6714 0.1015
C 3.321 -0.123 4.254 -0.2118 -0.7475 0.2914 0.0128
H 6.282 -0.838 -0.461 0.2863 -0.3611 -0.0324 0.0006
H 7.101 -1.189 1.107 0.1309 0.1528 -0.2482 0.0019
H 5.710 -2.136 0.659 -0.3064 0.1791 -0.2014 0.0009
H 5.699 0.949 1.075 0.1529 0.3944 0.6069 0.0468
H 4.361 0.000 0.538 -0.4670 0.3583 -0.2297 0.0371
H 4.032 1.384 3.123 0.5871 0.7211 -0.6810 0.0609
H 2.915 0.394 2.162 0.0973 0.1185 -0.3816 0.0293
H 4.224 -0.498 4.736 -0.1080 0.1515 0.3118 -0.0003
H 2.607 -0.945 4.210 -0.0274 -0.0055 -0.0672 0.0057
H 2.879 0.682 4.841 0.1054 -0.0615 -0.0141 0.0006
C 4.369 -5.367 -1.218 -0.7716 1.2015 -1.5736 0.0000
C 3.274 -4.740 -0.336 2.1394 -2.2517 0.7604 0.0000
O 2.741 -3.561 -0.867 -1.4894 0.4332 0.0748 0.0000
C 1.605 -3.073 -0.115 1.3513 0.0719 1.4754 0.0001
C 2.071 -2.385 1.224 0.1998 -0.5630 -0.6828 0.0016
H 5.110 -4.617 -1.497 0.3166 -0.1555 0.1440 0.0000
H 4.829 -6.313 -0.933 -0.1456 0.3420 0.7564 0.0000
H 3.846 -5.610 -2.143 0.1529 -0.0284 -0.3465 0.0000
H 2.647 -5.624 -0.219 -1.2843 0.6207 0.1499 0.0000
H 3.752 -4.599 0.633 -0.2757 0.4943 0.4120 0.0000
H 1.040 -2.326 -0.673 0.3879 -0.0831 -0.4712 0.0001
H 0.884 -3.844 0.157 0.2215 -0.3723 -0.2439 0.0000
H 2.853 -1.655 1.014 -0.4338 0.7154 -0.4081 0.0003
H 2.628 -2.996 1.933 -0.4855 -0.7707 -0.1047 0.0009
H 1.190 -1.999 1.738 0.1470 0.3772 0.0511 0.0001
C 2.112 7.263 2.584 -0.0668 -0.7684 0.3119 0.0000
C 2.314 5.899 3.324 -0.9839 -0.0550 -1.2654 0.0000
O 1.605 4.757 2.682 0.4757 1.5100 0.6587 0.0000
C 0.195 4.989 2.575 0.7600 -1.6854 -0.7988 0.0000
C -0.432 3.599 2.486 -0.3823 0.2573 0.2738 0.0000
H 1.114 7.451 2.188 -0.2192 -0.3041 0.3083 0.0000
H 2.300 8.082 3.278 0.2950 -0.0227 -0.1258 0.0000
H 2.768 7.328 1.716 0.2634 0.1017 0.1635 0.0000
H 3.373 5.649 3.273 -0.1501 -0.1399 0.2649 0.0000
H 1.953 5.913 4.353 0.1812 0.2573 0.0322 0.0000
H -0.275 5.524 3.400 0.3885 0.2659 0.1017 0.0000
H 0.036 5.508 1.630 -0.3773 0.4127 0.0309 0.0000
H -1.448 3.729 2.114 -0.1765 -0.2999 0.1618 0.0000
H -0.449 3.121 3.465 -0.1832 0.1167 0.0682 0.0000
H 0.078 2.886 1.838 0.2114 0.3945 -0.2588 0.0000
C -1.982 -4.005 0.224 -0.0448 0.8558 -0.3746 0.0000
C -2.779 -3.714 1.474 -0.2151 -0.7636 0.4028 0.0000
O -3.663 -4.816 1.628 -0.5451 1.5721 -0.8034 0.0000
C -4.316 -4.900 2.888 0.6816 -0.8785 -0.4375 0.0000
C -3.304 -5.532 3.797 -0.1980 -0.0344 1.6586 0.0000
H -1.360 -4.897 0.288 0.0260 0.1740 0.1549 0.0000
H -2.621 -4.103 -0.654 -0.4068 -0.3727 0.2299 0.0000
H -1.422 -3.109 -0.044 0.6440 -0.0176 0.1906 0.0000
H -2.198 -3.531 2.378 0.8433 -0.8509 0.1817 0.0000
H -3.231 -2.721 1.472 -1.0690 0.1433 -0.8389 0.0000
H -4.733 -3.964 3.260 0.2047 0.3290 -0.1217 0.0000
H -5.157 -5.585 2.780 0.0196 0.0657 -0.3471 0.0000
H -2.667 -4.820 4.321 0.0120 0.1357 -0.0238 0.0000
H -2.644 -6.236 3.289 -0.3707 -0.0595 -0.1474 0.0000
H -3.882 -6.049 4.563 0.3763 -0.2426 0.2712 0.0000
C 3.906 1.064 -2.505 -0.7536 -0.8714 0.8602 0.0007
C 4.102 -0.196 -3.314 -0.5609 -1.3147 -0.1239 0.0000
C 2.773 -1.029 -3.449 0.2961 0.8275 -0.7402 0.0000
O 4.748 0.101 -4.536 -0.0465 -0.2907 0.1823 0.0002
H 3.278 0.770 -1.663 -0.2023 -0.0036 0.3912 0.0005
H 3.283 1.751 -3.077 0.5315 0.5598 -0.0735 0.0000
H 4.839 1.403 -2.055 -0.0183 0.6349 -0.6522 0.0000
H 4.782 -0.863 -2.784 0.2630 0.0781 0.0270 0.0000
H 2.026 -0.401 -3.935 -0.2528 0.3262 -0.1413 0.0000
H 2.313 -1.358 -2.518 0.5439 -0.0050 0.1390 0.0000
H 2.860 -1.891 -4.110 0.4414 -0.0400 0.1641 0.0000
H 4.121 0.386 -5.205 -0.1644 0.0029 -0.0634 0.0000
C -4.745 0.334 0.503 0.5333 0.6061 -0.5345 0.0000
C -4.594 1.169 1.768 1.9733 -0.8519 0.2470 0.0000
C -3.212 0.980 2.532 -1.5364 -1.0412 -0.3017 0.0000
O -4.742 2.576 1.479 0.0693 -0.0173 -0.2613 0.0000
H -4.815 -0.737 0.692 -0.5987 0.1565 0.2713 0.0000
H -3.908 0.382 -0.194 0.4962 0.4224 0.1594 0.0000
H -5.565 0.765 -0.071 -0.4178 -0.5491 0.1674 0.0000
H -5.410 0.843 2.413 0.0247 0.3344 0.2611 0.0000
H -3.108 1.715 3.331 0.1660 0.0780 -0.1773 0.0000
H -2.328 0.881 1.901 -0.1373 0.6815 -0.2866 0.0000
H -3.249 0.000 3.008 -0.1419 -0.0755 0.2849 0.0000
H -5.000 2.933 2.331 -0.1521 0.5600 -0.0289 0.0000
C -1.684 -1.652 -3.815 0.2176 1.6492 0.4340 -0.0001
C -1.707 -0.857 -5.104 0.7907 -1.8731 -1.4239 -0.0002
O -2.525 0.318 -5.202 0.4980 1.4313 1.2896 -0.0002
H -0.778 -2.258 -3.791 -0.3620 -0.4976 -0.3517 0.0000
H -2.626 -2.188 -3.694 0.3444 -0.1456 0.2742 0.0000
H -1.498 -0.958 -2.996 -0.4248 -0.0040 0.3972 -0.0001
H -2.040 -1.600 -5.830 -0.5129 0.3562 -0.4049 -0.0005
H -0.724 -0.638 -5.520 0.2669 0.4275 0.5347 -0.0001
H -3.192 0.216 -5.884 -0.1942 0.1243 -0.1629 -0.0001

107
Properties=species:S:1:pos:R:3:forces:R:3:lowdin_charge:R:1 method="wB97M-V/def2-TZVPD" total_charge=0 spin_multiplicity=1 relative_energy_kcal_mol=0.0 e_homo_ev=-7.30
Sr -16.487 25.757 -2.502 -1.0266 0.0252 0.9640 1.5687
O -17.301 24.280 3.544 -2.0295 0.5616 1.5479 0.1121
C -16.148 23.884 3.075 2.4367 -2.0552 1.0741 -0.9159
O -15.336 23.241 3.760 -0.5829 0.3767 0.6023 0.0284
O -15.940 24.132 1.890 0.6112 1.0673 -3.9148 -0.0470
H -17.725 24.640 2.761 -0.4322 0.2693 -0.0023 0.1019
O -22.684 27.408 -1.586 -1.4143 0.0808 0.0701 0.1186
C -21.453 27.023 -1.816 4.1634 -0.7520 1.0387 -0.9540
O -21.019 26.982 -2.963 -0.5536 0.1911 -3.7086 -0.0696
O -20.660 26.738 -0.911 0.3354 -0.3393 2.8679 -0.0416
H -22.882 27.394 -2.526 -1.5347 0.5836 -0.5473 0.0970
C -19.506 34.802 -3.189 0.4200 1.5401 -0.0053 -0.1123
O -19.689 34.434 -4.543 0.3543 0.2147 1.5980 -0.1796
C -19.522 33.059 -4.639 -0.7185 -1.2878 -2.4013 -0.2544
C -19.395 32.761 -6.131 0.0132 -0.5846 -0.3964 -0.2257
N -18.021 32.803 -6.609 0.5680 0.9515 0.5414 -0.0610
C -17.484 34.209 -6.600 -0.0324 -1.4735 -1.2529 -0.1812
C -16.091 34.208 -7.314 -1.4936 1.0675 0.5080 -0.2057
O -16.086 33.666 -8.629 0.0670 -0.2825 0.3352 -0.2064
C -16.960 34.303 -9.571 1.0267 0.1886 1.0979 -0.0888
H -18.559 34.449 -2.782 -0.0176 -0.6471 0.0324 0.0847
H -20.342 34.562 -2.532 -0.0675 -0.3217 -0.0949 0.0923
H -19.353 35.881 -3.162 -0.4269 0.1762 -0.1060 0.0863
H -20.392 32.489 -4.313 -0.3140 0.2267 0.5540 0.1224
H -18.654 32.627 -4.140 0.3053 0.4199 0.2535 0.1230
H -20.008 33.412 -6.755 -0.3772 0.7398 0.4116 0.1161
H -19.822 31.793 -6.392 0.2710 -0.4133 0.3832 0.1137
H -18.087 32.605 -7.597 0.3609 -0.4290 -0.1880 0.0815
H -17.500 34.703 -5.629 0.4639 -0.5053 0.1546 0.1123
H -18.217 34.781 -7.169 0.1078 0.5880 -0.3208 0.1010
H -15.350 33.720 -6.680 -0.0431 -0.3601 -0.4126 0.1181
H -15.841 35.268 -7.354 0.4142 0.2796 -0.1779 0.1081
H -16.868 35.384 -9.463 -0.2252 0.2563 0.0747 0.0862
H -17.983 33.996 -9.352 -0.1568 0.0260 -0.6199 0.0781
H -16.561 34.076 -10.559 -0.4997 -0.3968 0.0504 0.0912
C -26.863 20.954 3.559 0.2562 0.6449 -0.4305 -0.0891
O -26.208 21.765 2.574 -0.0571 -0.5151 1.3197 -0.1994
C -27.019 22.456 1.662 0.9529 -0.3007 -0.7612 -0.2398
C -26.034 23.378 0.928 -1.1106 0.1922 0.3083 -0.2004
N -26.744 24.315 0.028 0.9330 -1.2334 1.1523 -0.0583
C -27.316 23.610 -1.122 0.0931 2.4754 -0.2764 -0.2151
C -27.711 24.713 -2.116 0.8545 -0.2756 -1.8627 -0.1787
O -26.623 25.437 -2.785 -0.1493 -0.3824 1.1433 -0.2050
C -25.721 24.689 -3.573 0.0395 0.0636 -0.0251 -0.1318
H -26.206 20.833 4.421 0.2944 -0.0362 -0.2707 0.0832
H -27.105 19.974 3.150 -0.2113 -0.0533 0.0038 0.0823
H -27.744 21.460 3.955 -0.3170 -0.0392 -0.2021 0.0805
H -27.875 22.970 2.097 0.1818 0.4017 0.3856 0.1235
H -27.441 21.760 0.937 -0.1763 -0.3092 -0.1840 0.1096
H -25.287 22.810 0.373 -0.0669 -0.5635 -0.1049 0.1149
H -25.441 23.934 1.655 -0.3149 0.1971 0.1725 0.1218
H -25.944 24.886 -0.204 -0.4465 0.6844 -1.0865 0.1036
H -28.251 23.130 -0.835 0.1350 -0.2215 0.0768 0.1171
H -26.638 22.906 -1.604 0.0824 -0.3238 0.0215 0.1103
H -28.333 25.495 -1.680 0.1791 -0.1898 0.1942 0.1221
H -28.232 24.268 -2.964 -0.5603 -0.2793 0.0870 0.1084
H -26.196 24.108 -4.364 -0.4439 0.0510 -0.1963 0.0805
H -25.090 23.975 -3.044 -0.0255 0.0091 0.5500 0.0757
H -25.045 25.409 -4.034 -0.1024 0.0296 -0.0199 0.0855
C -29.759 33.011 -1.921 -0.1884 1.2316 0.0215 -0.0938
O -28.663 33.705 -1.303 -0.1787 -0.1815 -1.4224 -0.1928
C -27.803 32.825 -0.637 0.1965 -0.0886 1.6280 -0.2588
C -26.662 33.555 0.086 -1.5918 0.7372 -0.5307 -0.1795
N -27.301 34.492 1.078 1.2890 -1.4491 -0.6405 -0.0490
C -26.535 35.713 1.239 -1.3933 0.3402 0.3321 -0.2207
C -27.273 36.658 2.163 0.2118 1.3577 0.3955 -0.2273
O -28.435 37.254 1.550 -0.0807 -1.1430 0.4687 -0.1832
C -29.098 38.142 2.428 -0.5734 0.4222 -0.4595 -0.1265
H -29.496 32.150 -2.535 0.4095 -0.0864 0.2032 0.0862
H -30.241 33.740 -2.573 0.1524 0.0368 -0.1171 0.0842
H -30.536 32.749 -1.203 0.1923 -0.3510 0.3635 0.0848
H -27.377 32.029 -1.247 -0.2624 -0.0787 -0.3278 0.1228
H -28.439 32.439 0.160 0.2063 -0.9747 0.2533 0.1190
H -26.094 34.076 -0.685 0.1389 0.4705 -0.0725 0.1082
H -25.973 32.806 0.477 -0.1893 0.0788 0.6197 0.1111
H -28.218 34.699 0.708 -0.0716 0.2804 -0.0582 0.0919
H -26.453 36.250 0.294 0.5748 0.0320 -0.2924 0.1204
H -25.569 35.476 1.686 0.0988 0.1246 -0.1751 0.1240
H -26.637 37.500 2.439 0.5552 0.1922 -0.2129 0.1136
H -27.468 36.221 3.143 -0.6352 -0.5256 -0.0794 0.1154
H -29.225 37.780 3.448 0.7388 -0.0144 0.2078 0.0867
H -30.135 38.329 2.149 -0.0848 -0.5101 -0.7224 0.0796
H -28.665 39.137 2.326 0.4901 0.0643 0.6639 0.0856
C -23.978 29.515 4.602 0.3817 -0.5983 -1.2489 -0.1467
O -23.828 30.501 5.553 -0.2431 0.9340 0.9436 -0.1752
C -24.836 31.505 5.527 1.0650 0.3731 -0.4874 -0.2280
C -26.234 30.958 5.749 0.8173 1.4185 -0.8130 -0.1998
N -27.129 32.126 5.892 -0.2302 -0.7934 1.1774 -0.0484
C -28.457 31.641 6.173 -1.1499 -0.7219 0.7486 -0.2801
C -29.530 32.661 5.941 -0.7327 0.7010 0.5488 -0.1971
O -30.798 32.456 6.674 0.9573 -0.9369 -1.2577 -0.1825
C -31.375 31.156 6.449 0.3409 0.1075 0.3801 -0.1165
H -23.928 29.900 3.583 -0.1246 0.4511 -0.2996 0.0875
H -24.916 28.962 4.652 0.0255 -0.2503 0.3470 0.0788
H -23.112 28.855 4.651 -0.2123 -0.2090 0.3828 0.0940
H -24.723 32.127 4.639 -0.4546 -0.5323 -1.1339 0.1148
H -24.532 32.317 6.187 -0.2815 -0.6754 1.1679 0.1229
H -26.133 30.275 6.593 -0.7007 0.4062 0.4659 0.1361
H -26.555 30.358 4.898 0.0048 -0.2103 -0.1620 0.1070
H -27.221 32.634 5.023 0.5771 -0.0158 -0.3645 0.1111
H -28.641 31.315 7.197 0.8067 -0.1640 0.3289 0.1266
H -28.662 30.780 5.537 -0.2150 -0.4206 -0.0950 0.1098
H -29.599 32.722 4.855 -1.0033 0.2861 -0.2336 0.1184
H -29.193 33.629 6.314 0.0092 0.0236 -0.0320 0.1240
H -30.753 30.354 6.845 0.4635 -0.0165 -0.1877 0.0731
H -31.586 30.956 5.399 0.0455 0.1441 -0.1595 0.0860
H -32.292 31.017 7.022 -0.1438 0.7254 -0.0678 0.0820